# C4H10N2O2

A cluster of 2 separate species, C4H10N2O2 in total (ωB97M-V/def2-TZVPD, OMol25).

XYZ file:
```
18
Properties=species:S:1:pos:R:3:forces:R:3:mulliken_charge:R:1
O -0.480 -0.671 1.802 0.1 0.1 0.4 -0.715
C 0.544 -0.384 1.105 -0.9 1.7 -0.4 -0.113
N 0.597 0.977 0.471 -1.1 -0.7 0.7 -0.113
C -0.372 1.897 1.037 0.9 1.1 -0.6 -0.887
C 0.761 -1.428 -0.243 2.7 -2.0 2.8 -0.505
N 0.089 -1.829 -1.520 -1.0 1.8 0.0 -0.677
C -0.913 -1.254 -0.862 -0.1 -0.6 -0.8 -0.044
O -0.205 1.925 -1.767 0.3 -0.4 0.0 -0.997
H 0.544 1.086 -0.608 -0.1 0.9 -0.4 0.437
H -0.144 2.170 2.073 -0.2 -0.8 0.2 0.296
H -0.226 2.832 0.494 -0.4 -0.1 -0.3 0.358
H -1.392 1.548 0.894 -0.1 0.0 0.3 0.283
H 0.958 -2.288 0.428 -0.6 -0.2 -0.4 0.302
H 1.791 -1.088 -0.425 -0.5 0.3 -1.0 0.398
H 1.517 -0.329 1.681 0.1 -1.0 -0.6 0.295
H -1.388 -0.292 -1.112 0.2 0.1 -0.6 0.275
H -1.482 -1.746 -0.060 0.6 -0.2 0.5 0.251
H 0.127 1.687 -2.643 -0.1 0.0 0.2 0.156
```
Forces are in eV/Å.

Calculated values
DFT total energy	-418.1578	hartree
2S+1	2
energy above the lowest of the compared OMol25 structures with the same formula, charge and spin	689.0	kJ/mol
net charge	-1

***

# C4H10N2O2

An isolated molecule of C4H10N2O2 (ωB97M-V/def2-TZVPD, OMol25).

XYZ file:
```
18
Properties=species:S:1:pos:R:3:forces:R:3:mulliken_charge:R:1
C -1.048 -2.065 -1.598 -2.1 0.2 0.6 -1.119
C -1.093 -0.680 -1.114 2.0 -1.0 0.2 0.575
O -1.882 0.137 -1.432 -2.4 1.9 -0.6 -0.595
N -0.071 -0.394 -0.284 0.7 5.0 3.4 0.179
O 1.021 -1.151 -0.054 0.8 -1.2 0.7 -0.465
N -0.137 1.057 0.651 -0.4 -3.6 -3.1 -0.185
C 0.898 1.905 0.093 1.6 -1.1 0.8 -0.802
C 0.118 0.695 2.042 -0.4 0.3 -1.1 -0.775
H -0.220 -2.572 -1.211 1.3 -1.0 -0.5 0.366
H -1.934 -2.513 -1.176 -0.4 -0.4 0.7 0.278
H -1.381 -2.016 -2.600 0.8 -0.4 -1.6 0.341
H 1.838 -0.682 -0.302 -0.6 0.2 -0.4 0.340
H 1.022 1.948 -0.991 -0.5 -0.7 0.0 0.246
H 0.578 2.905 0.318 0.5 0.7 0.7 0.343
H 1.904 1.547 0.556 -1.1 1.3 -0.7 0.304
H 0.075 1.675 2.520 0.5 -0.3 0.5 0.350
H -0.707 0.106 2.386 -0.6 -0.3 0.3 0.301
H 1.018 0.098 2.197 0.4 0.4 0.1 0.316
```
Forces are in eV/Å.

Calculated values
DFT total energy	-418.2447	hartree
SMILES	CC(=O)N(O)N(C)C
2S+1	1
energy above the lowest of the compared OMol25 structures with the same formula, charge and spin	567.8	kJ/mol

***

# C4H10N2O2

A structure of composition C4H10N2O2 (ωB97M-V/def2-TZVPD, OMol25).

XYZ file:
```
18
Properties=species:S:1:pos:R:3:forces:R:3:mulliken_charge:R:1
O -0.611 -0.028 2.237 0.8 0.4 -1.3 -0.622
C -0.891 -0.837 1.293 -1.9 -1.4 7.4 -0.203
N -0.759 -0.828 -0.611 2.2 0.8 0.1 -0.384
C 0.220 -0.210 -0.124 -1.5 0.9 -3.7 0.747
C 0.321 1.273 0.045 -0.8 0.9 -0.1 -1.255
O -2.175 1.189 -1.344 0.9 -1.1 0.3 -0.892
C 1.640 -0.696 -0.825 4.7 -0.6 0.8 -0.412
N 2.873 -0.169 -0.595 -0.2 0.5 -0.2 -0.437
H -0.422 -1.821 1.444 0.1 -0.2 -0.9 0.331
H -1.514 -0.026 -0.823 -2.3 1.8 -1.1 0.464
H 0.485 1.660 1.040 0.5 -0.5 0.5 0.355
H 0.988 1.711 -0.696 0.2 -0.2 0.1 0.469
H -0.709 1.594 -0.205 0.2 0.0 0.0 0.384
H -3.131 1.268 -1.273 0.0 -0.3 0.2 0.211
H -1.991 -0.871 1.251 0.1 -0.4 -1.7 0.304
H 2.080 -1.589 -0.270 -1.8 -0.7 -0.4 0.311
H 1.506 -0.677 -1.900 -0.8 -0.3 0.1 0.330
H 3.246 -0.369 0.348 -0.6 0.5 -0.1 0.300
```
Forces are in eV/Å.

Calculated values
DFT total energy	-417.9827	hartree
2S+1	1
energy above the lowest of the compared OMol25 structures with the same formula, charge and spin	1255.7	kJ/mol

***

# C4H10N2O2

An isolated molecule of C4H10N2O2 (ωB97M-V/def2-TZVPD, OMol25).

XYZ file:
```
18
Properties=species:S:1:pos:R:3:forces:R:3:mulliken_charge:R:1
C -1.628 0.330 -1.063 1.1 5.0 0.9 -1.063
C -1.074 0.299 0.389 0.6 0.6 -1.8 -0.257
O -0.679 1.580 0.861 0.8 0.9 -1.7 -0.573
C 0.167 -0.568 0.527 -0.4 -2.5 0.9 0.656
N 0.504 -0.678 1.925 1.4 0.5 1.2 -0.786
C 1.374 0.003 -0.215 -1.5 -3.3 -1.9 0.180
N 1.844 -0.775 -1.208 1.3 1.3 -1.8 -0.358
O 1.812 1.085 -0.194 1.1 5.3 1.6 -0.622
H -2.523 1.067 -0.899 1.5 -1.3 -1.1 0.271
H -0.755 0.897 -1.706 -2.4 -1.5 1.2 0.192
H -1.954 -0.571 -1.493 -0.2 -1.2 -0.4 0.357
H -1.875 0.091 1.063 -0.4 -1.1 0.6 0.462
H 0.077 1.866 0.255 -1.1 -0.2 1.3 0.419
H 0.046 -1.644 0.114 -0.2 1.7 0.6 0.217
H -0.172 -1.111 2.530 -0.5 -0.4 -0.4 0.242
H 0.638 0.253 2.335 0.1 -0.3 -0.5 0.287
H 1.735 -1.711 -1.273 -0.8 -3.4 0.1 0.148
H 2.462 -0.412 -1.949 -0.5 0.2 1.2 0.229
```
Forces are in eV/Å.

Calculated values
DFT total energy	-418.3775	hartree
SMILES	C[C@H](O)[C@H](N)C(N)=O
2S+1	1
energy above the lowest of the compared OMol25 structures with the same formula, charge and spin	219.2	kJ/mol

***

# C4H10N2O2

A cluster of 2 separate species, C4H10N2O2 in total (ωB97M-V/def2-TZVPD, OMol25).

XYZ file:
```
18
Properties=species:S:1:pos:R:3:forces:R:3:mulliken_charge:R:1
C -0.103 -2.169 0.663 0.1 0.8 -0.5 -0.830
C -0.042 -1.290 1.907 -0.5 0.2 0.3 0.610
N 1.171 -1.255 2.524 0.3 0.6 0.5 -0.398
O -1.016 -0.675 2.331 0.9 -0.4 -0.5 -0.620
H 0.826 -2.091 0.052 -0.4 -0.5 0.7 0.328
H -0.864 -1.680 0.034 -0.1 -0.7 0.3 0.166
H -0.364 -3.205 0.943 0.1 0.5 -0.4 0.302
H 1.358 -0.520 3.209 -0.3 -0.6 -0.3 0.240
H 1.970 -1.714 2.124 -0.1 0.0 -0.1 0.215
C 0.704 1.220 -1.721 0.5 0.3 -0.1 -0.713
C -0.484 2.147 -1.717 0.0 2.2 0.2 0.536
N -1.699 1.594 -1.382 0.0 -0.6 0.9 -0.444
O -0.367 3.352 -1.977 -0.2 -1.9 0.0 -0.607
H 0.398 0.167 -1.620 0.3 0.4 -0.3 0.226
H 1.358 1.497 -0.863 -0.4 -0.2 -0.6 0.220
H 1.263 1.464 -2.659 -0.4 -0.6 0.8 0.276
H -1.669 0.891 -0.629 0.0 0.3 -0.8 0.226
H -2.439 2.265 -1.221 0.2 0.1 -0.1 0.267
```
Forces are in eV/Å.

Calculated values
DFT total energy	-418.4375	hartree
SMILES	CC(N)=O.CC(N)=O
2S+1	1
energy above the lowest of the compared OMol25 structures with the same formula, charge and spin	61.7	kJ/mol

***

# C4H10N2O2

A structure of composition C4H10N2O2 (ωB97M-V/def2-TZVPD, OMol25).

XYZ file:
```
18
Properties=species:S:1:pos:R:3:forces:R:3:mulliken_charge:R:1
C -1.021 1.149 -1.273 -0.2 -0.4 0.3 -1.376
C -0.946 0.156 -0.113 1.2 -1.5 -1.1 1.023
O -2.098 -0.648 -0.186 0.0 0.3 0.3 -0.569
O -0.712 0.722 1.114 1.9 0.1 0.2 -0.679
H -2.108 -1.172 0.627 -0.2 0.2 0.0 0.358
H -0.149 1.799 -1.289 0.0 0.0 0.0 0.266
H -1.909 1.761 -1.125 0.0 0.1 0.0 0.371
H -1.107 0.618 -2.221 0.0 0.0 0.0 0.335
N 2.002 1.031 0.491 -0.5 0.3 -0.2 -0.391
N 0.258 -2.124 0.239 0.2 -1.3 1.1 -0.675
C 1.031 0.155 0.855 -1.5 0.4 1.4 -0.299
C 0.409 -0.749 -0.156 -1.4 0.6 -0.6 -0.017
H 2.251 1.741 1.166 0.0 -0.2 -0.1 0.248
H 1.966 1.378 -0.459 0.0 0.0 0.1 0.249
H -0.650 -2.495 0.497 -0.5 0.7 -0.9 0.237
H 0.738 -2.405 1.092 0.8 0.6 -0.3 0.248
H 1.145 -0.218 1.871 0.0 0.0 -0.2 0.338
H 0.901 -0.699 -1.129 0.2 0.0 0.0 0.334
```
Forces are in eV/Å.

Calculated values
DFT total energy	-418.3458	hartree
2S+1	1
energy above the lowest of the compared OMol25 structures with the same formula, charge and spin	302.3	kJ/mol

***

# C4H10N2O2

An isolated molecule of C4H10N2O2 (ωB97M-V/def2-TZVPD, OMol25).

XYZ file:
```
18
Properties=species:S:1:pos:R:3:forces:R:3:mulliken_charge:R:1
C -0.206 -0.554 -1.821 -0.6 -0.8 0.8 -1.362
C -0.229 -1.081 -0.367 0.2 -1.3 -0.9 -0.207
O -1.551 -1.325 0.071 0.1 0.0 0.0 -0.531
C 0.603 -0.215 0.616 -1.2 -0.1 0.2 0.380
N 0.433 -0.748 1.966 -0.4 -0.1 0.7 -0.759
C 0.021 1.195 0.489 -1.0 1.0 -0.2 0.278
N 0.856 2.211 0.168 2.3 0.2 -0.1 -0.365
O -1.187 1.404 0.555 0.4 -0.4 0.4 -0.632
H -0.661 -1.296 -2.477 0.2 -0.2 0.0 0.371
H -0.901 0.288 -1.853 0.6 0.4 -0.2 0.344
H 0.817 -0.367 -2.150 -0.2 0.4 -0.1 0.314
H 0.099 -2.136 -0.314 0.9 0.6 -0.3 0.458
H -2.010 -0.493 0.030 -0.5 0.8 0.2 0.378
H 1.666 -0.207 0.372 0.0 -0.1 -0.3 0.317
H -0.007 -1.664 1.913 0.5 -0.2 -0.3 0.308
H -0.316 -0.286 2.478 0.3 0.6 -0.2 0.273
H 1.858 2.061 0.118 -0.3 -0.5 0.1 0.198
H 0.714 3.212 0.205 -1.2 -0.4 0.0 0.238
```
Forces are in eV/Å.

Calculated values
DFT total energy	-418.4099	hartree
SMILES	C[C@H](O)[C@H](N)C(N)=O
2S+1	1
energy above the lowest of the compared OMol25 structures with the same formula, charge and spin	134.2	kJ/mol

***

Which formula does entry 3 have?
C4H10N2O2